No. 1
{"formula": "C25H49ClF3I3N2O14P2S", "method": "ωB97M-V/def2-TZVPD", "de_lowest_kcal_mol": 0.0, "homo_ev": -9.134, "smiles": "CC[C@@H](Cl)[C@]1(I)OS(=O)(=O)[C@](C[C@H](O)C(F)(F)F)([C@H](I)[C@@H](C)I)[C@H](N)[C@H]1ON=O.CCOP(=O)(OCC)OCC.CCOP(=O)(OCC)OCC", "max_force_ev_per_a": 6.7, "species": ["I", "I", "I", "Cl", "S", "P", "P", "F", "F", "F", "O", "O", "O", "O", "O", "O", "O", "O", "O", "O", "O", "O", "O", "O", "N", "N", "C", "C", "C", "C", "C", "C", "C", "C", "C", "C", "C", "C", "C", "C", "C", "C", "C", "C", "C", "C", "C", "C", "C", "C", "C", "H", "H", "H", "H", "H", "H", "H", "H", "H", "H", "H", "H", "H", "H", "H", "H", "H", "H", "H", "H", "H", "H", "H", "H", "H", "H", "H", "H", "H", "H", "H", "H", "H", "H", "H", "H", "H", "H", "H", "H", "H", "H", "H", "H", "H", "H", "H", "H", "H"], "coordinates": [[4.544, 3.047, 1.386], [-0.053, -0.782, 6.500], [0.437, 2.903, 0.771], [2.813, 2.602, 5.091], [2.661, -0.566, 3.052], [-4.189, -8.077, -0.174], [1.598, 5.923, -4.075], [0.471, -4.147, -0.367], [1.565, -3.881, 1.460], [2.398, -3.174, -0.474], [-0.528, -2.236, 1.352], [-4.022, -8.092, -1.787], [0.076, 6.430, -4.422], [1.425, 5.546, -2.647], [-1.458, 3.169, 5.236], [2.372, 7.361, -4.026], [2.034, -0.776, 4.525], [3.050, -1.859, 2.590], [-0.987, 1.145, 4.667], [-5.763, -7.628, -0.266], [-3.469, -6.632, 0.086], [1.919, 5.574, -5.625], [-4.185, -8.735, 1.159], [3.793, 0.301, 3.155], [-1.152, 0.452, 2.115], [-1.524, 2.461, 4.327], [1.408, 7.632, -6.913], [0.099, 0.156, 2.794], [-1.050, 5.991, -3.661], [1.256, 0.285, 5.073], [-2.071, -6.602, 0.391], [3.731, 7.398, -3.580], [-4.846, -7.362, -2.705], [3.157, 1.554, 0.598], [1.239, 6.139, -6.755], [4.692, 6.888, -4.640], [-1.213, -6.836, -0.839], [1.318, -3.286, 0.303], [-1.483, 7.068, -2.689], [1.376, 0.127, 1.913], [1.923, 1.564, 1.563], [1.345, -0.695, 0.615], [-6.777, -8.286, 0.495], [-4.765, -5.859, -2.573], [-7.161, -7.451, 1.698], [0.318, 1.018, 4.064], [2.053, 1.250, 5.982], [2.943, 1.953, -0.867], [0.510, -1.968, 0.433], [4.512, 0.740, 6.645], [3.020, 0.482, 6.920], [2.823, 0.784, 7.950], [-7.870, -7.984, 2.333], [0.028, -1.906, -0.550], [3.833, 1.613, -1.411], [-1.838, 7.947, -3.230], [2.094, 1.472, -1.354], [-1.342, -7.852, -1.219], [1.678, 5.644, -7.623], [0.996, 7.947, -7.874], [-1.078, 0.256, 1.126], [-1.492, -6.154, -1.643], [-6.461, -9.286, 0.790], [2.377, -0.971, 0.391], [3.836, 6.826, -2.655], [-7.642, -8.405, -0.162], [2.919, 3.028, -1.029], [-1.844, -7.336, 1.168], [-5.292, -5.389, -3.404], [3.954, 8.440, -3.352], [4.762, 0.716, 5.586], [-1.864, -5.613, 0.801], [-5.221, -5.510, -1.648], [-1.839, -0.208, 2.454], [0.188, 5.855, -6.747], [-1.856, 5.791, -4.372], [3.727, 0.631, 0.632], [-3.728, -5.521, -2.579], [-7.619, -6.513, 1.378], [4.783, 1.693, 7.101], [-6.286, -7.189, 2.292], [4.541, 5.822, -4.826], [5.725, 7.035, -4.323], [-5.876, -7.711, -2.653], [2.459, 7.914, -6.873], [0.616, 2.045, 3.855], [-2.287, 6.711, -2.043], [1.090, 0.003, -0.185], [2.848, -0.593, 6.895], [5.132, -0.018, 7.131], [-0.159, -6.691, -0.602], [0.888, 8.183, -6.131], [2.258, 2.034, 2.482], [1.297, 1.695, 6.627], [4.535, 7.405, -5.587], [-1.180, -2.804, 0.933], [-0.002, -0.867, 3.187], [-0.651, 7.396, -2.066], [-0.838, 5.055, -3.147], [-4.482, -7.645, -3.695]], "mulliken_charge": [0.056, 0.165, 0.140, -0.142, 1.653, 1.051, 1.102, -0.282, -0.248, -0.277, -0.540, -0.331, -0.355, -0.766, -0.287, -0.282, -0.309, -0.715, -0.300, -0.350, -0.261, -0.356, -0.811, -0.546, -0.370, 0.211, -0.900, -1.310, -0.308, -1.431, -0.158, -0.346, -0.193, -0.246, -0.192, -0.948, -0.954, 0.698, -1.137, 1.730, -1.524, -1.775, -0.359, -0.899, -1.113, -0.296, 0.477, -1.697, -0.597, -1.305, -0.524, 0.394, 0.384, 0.488, 0.458, 0.309, 0.339, 0.373, 0.349, 0.399, 0.448, 0.148, 0.371, 0.740, 0.297, 0.323, 0.577, 0.322, 0.414, 0.305, 0.319, 0.091, 0.250, 0.344, 0.229, 0.324, 0.702, 0.161, 0.288, 0.349, 0.279, 0.266, 0.409, 0.245, 0.167, 0.913, 0.384, 0.280, 0.321, 0.375, 0.369, 0.261, 0.791, 0.604, 0.188, 0.365, 0.784, 0.279, 0.321, 0.353]}

---

No. 2
{"formula": "C25H49Li3O9", "method": "ωB97M-V/def2-TZVPD", "charge": 2, "de_lowest_kcal_mol": 181.6, "homo_ev": -11.842, "max_force_ev_per_a": 5.1, "species": ["O", "O", "O", "O", "O", "O", "O", "O", "O", "C", "C", "C", "C", "C", "C", "C", "C", "C", "C", "C", "C", "C", "C", "C", "C", "C", "C", "C", "C", "C", "C", "C", "C", "C", "Li", "Li", "Li", "H", "H", "H", "H", "H", "H", "H", "H", "H", "H", "H", "H", "H", "H", "H", "H", "H", "H", "H", "H", "H", "H", "H", "H", "H", "H", "H", "H", "H", "H", "H", "H", "H", "H", "H", "H", "H", "H", "H", "H", "H", "H", "H", "H", "H", "H", "H", "H", "H"], "coordinates": [[-5.276, -3.353, -2.692], [1.256, 0.731, -1.517], [-0.651, 0.123, -2.433], [1.754, 7.072, -0.988], [2.600, -3.686, -3.734], [0.896, 0.854, -3.730], [-0.389, -0.998, 2.198], [5.413, 0.736, 4.126], [-5.209, 4.132, 1.506], [1.886, 5.746, -0.507], [2.335, -5.070, -3.770], [5.956, 1.803, 2.238], [-6.663, 3.939, 1.417], [0.965, 6.984, 1.160], [-4.539, 3.045, 0.886], [-5.498, 2.708, -0.227], [3.087, -5.605, -2.597], [-5.302, -5.673, -2.243], [0.381, -2.191, 2.077], [0.514, 0.579, -2.617], [4.373, -4.796, -2.733], [5.810, 2.018, 3.738], [-4.985, -4.894, -0.984], [-5.145, -3.384, -1.258], [-5.879, -4.570, -3.134], [0.030, -0.276, 3.374], [-6.857, 2.806, 0.405], [3.801, -3.410, -3.060], [6.376, 0.359, 2.031], [5.961, -0.310, 3.336], [0.539, -1.365, 4.317], [1.060, 7.905, -0.051], [0.499, -2.676, 3.506], [2.067, 5.939, 0.961], [-3.022, -1.298, -4.555], [1.229, -1.595, -6.282], [-0.720, 1.970, -6.761], [4.487, -2.872, -3.714], [4.931, -4.792, -1.797], [-4.427, 2.185, 1.546], [-6.104, -6.381, -2.034], [-0.824, 0.269, 3.777], [0.834, 0.447, 3.237], [-5.398, 3.491, -0.979], [6.727, 2.276, 4.268], [1.564, 8.847, 0.167], [3.261, -6.681, -2.571], [-5.639, -5.130, -0.144], [1.858, 5.053, 1.561], [-7.172, 3.682, 2.346], [5.147, 2.830, 4.036], [1.524, -1.146, 4.730], [5.009, -5.078, -3.572], [-7.158, 1.907, 0.943], [5.164, -1.016, 3.104], [-6.959, -4.454, -3.040], [-4.491, -6.241, -2.699], [5.040, 1.965, 1.670], [-5.643, -4.813, -4.169], [-3.578, 3.468, 0.594], [-3.967, -5.127, -0.674], [2.561, -5.392, -1.667], [-7.636, 3.027, -0.324], [1.314, -1.916, 1.584], [0.075, 8.200, -0.413], [-6.104, -2.947, -0.983], [0.593, 0.252, -1.015], [0.979, 5.153, -0.621], [1.420, -3.227, 3.696], [1.034, 7.498, 2.119], [1.258, -5.171, -3.635], [2.730, -5.443, -4.715], [6.762, -0.823, 3.867], [3.589, -2.852, -2.148], [-7.158, 4.831, 1.033], [-0.077, -2.956, 1.450], [7.462, 0.322, 1.946], [5.989, -0.149, 1.148], [-4.278, -2.799, -0.949], [-0.308, -3.283, 3.916], [0.014, 6.453, 1.153], [-5.356, 1.749, -0.724], [2.693, 5.138, -0.916], [-0.130, -1.486, 5.169], [3.057, 6.326, 1.202], [6.683, 2.508, 1.835]], "mulliken_charge": [-0.446, -0.362, -0.740, -0.425, -0.367, -0.793, -0.358, -0.421, -0.401, -0.377, -0.412, -0.405, -0.401, -0.551, -0.373, -0.415, -0.541, -0.459, -0.400, 0.747, -0.594, -0.406, -0.434, -0.405, -0.463, -0.409, -0.578, -0.396, -0.456, -0.325, -0.470, -0.384, -0.523, -0.536, 0.941, 0.950, 0.967, 0.279, 0.319, 0.264, 0.237, 0.305, 0.232, 0.241, 0.260, 0.283, 0.346, 0.323, 0.296, 0.275, 0.292, 0.298, 0.264, 0.270, 0.188, 0.292, 0.301, 0.153, 0.317, 0.267, 0.228, 0.256, 0.302, 0.226, 0.249, 0.280, 0.251, 0.243, 0.276, 0.351, 0.260, 0.320, 0.274, 0.283, 0.269, 0.334, 0.229, 0.278, 0.236, 0.279, 0.222, 0.284, 0.337, 0.219, 0.292, 0.338]}